The following is a DFT calculation (ωB97M-V/def2-TZVPD) of a 13-piece molecular cluster, C92H202N8O18 overall.

Computed properties:
DFT total energy in eV: -147437.8238
LUMO energy in eV: 0.53

Geometry as XYZ:
```
320
Properties=species:S:1:pos:R:3:forces:R:3
C -4.79143 -3.38167 -3.92600 -0.32 0.48 1.63
C -3.48625 -2.81383 -4.44400 0.11 0.45 0.62
C -2.25717 -3.17463 -3.58432 -1.12 -2.00 1.08
C -2.04967 -4.71905 -3.61760 -0.21 0.69 -0.60
C -1.78427 -5.15593 -5.05123 0.94 0.10 -0.28
C -2.87341 -4.73722 -6.05800 -0.40 0.08 0.70
N -3.23479 -3.33912 -5.81049 0.40 1.44 -0.43
O -4.33684 -3.01327 -6.70726 0.66 0.09 0.84
C -2.25165 -4.80245 -7.46381 -0.65 0.06 0.10
C -4.08396 -5.74500 -5.94395 1.04 1.35 -2.59
C -3.53110 -1.24450 -4.32563 -2.04 -0.74 -1.72
H -4.73826 -4.44099 -3.73576 -0.16 -0.41 -0.33
H -5.68719 -3.12631 -4.49690 0.40 -0.11 -0.35
H -4.97026 -2.96270 -2.92792 -0.05 0.08 0.03
H -1.39139 -2.58561 -3.86687 0.22 -0.09 -0.24
H -2.47316 -2.98536 -2.50099 0.01 0.42 -0.88
H -2.97404 -5.16577 -3.28912 -0.28 -0.24 0.47
H -1.28207 -4.97745 -2.89816 0.29 -0.33 -0.16
H -1.60080 -6.21313 -5.28285 -0.26 -0.14 0.76
H -0.80243 -4.72045 -5.27124 -0.17 0.35 -0.58
H -1.41222 -4.10705 -7.48684 0.10 -0.17 -0.15
H -1.93801 -5.83871 -7.64954 0.11 0.35 -0.14
H -2.98515 -4.49534 -8.23316 0.33 -0.28 0.35
H -4.06779 -6.25934 -5.04010 -0.48 -0.66 1.71
H -5.03882 -5.31634 -6.27926 0.29 0.03 0.67
H -3.83702 -6.45259 -6.72232 -0.14 -0.69 -0.11
H -3.71925 -0.79689 -3.32297 0.73 -0.78 -0.53
H -4.43056 -0.95298 -4.90827 0.34 0.16 0.18
H -2.69616 -0.86306 -4.88628 0.65 0.51 0.24
H -3.89277 -2.34470 -7.23470 -0.28 0.11 -0.27
C 4.12962 4.79498 -2.02284 -0.22 -0.45 -0.39
C 3.95989 5.02636 -0.53767 -0.73 0.49 -0.10
C 5.25367 5.64482 -0.06297 0.08 0.74 -0.07
C 5.19555 6.19275 1.34445 -0.85 0.16 -0.78
C 4.10804 7.30749 1.29151 1.88 -0.66 -0.91
C 2.77321 6.75988 0.89256 -1.22 -1.62 0.56
N 2.89752 6.06883 -0.43913 0.50 -0.47 0.44
O 1.66500 5.38119 -0.77698 -0.06 0.82 -0.19
C 2.22707 5.76609 1.99174 -0.83 -1.00 -1.79
C 1.72687 7.83600 0.62003 0.09 -1.52 0.01
C 3.73434 3.71812 0.21600 0.89 -1.09 -0.75
H 5.04679 4.24565 -2.17148 0.26 -0.47 -0.25
H 4.27382 5.75946 -2.47038 -0.01 0.54 -0.43
H 3.30059 4.29178 -2.54846 0.23 0.06 0.49
H 5.99116 4.89501 -0.21515 0.94 -0.67 0.05
H 5.48679 6.47436 -0.73829 0.12 -0.02 -0.01
H 6.12957 6.59622 1.66706 0.80 0.54 -0.07
H 5.02671 5.39328 2.06521 -0.56 0.07 0.13
H 4.42115 8.06226 0.53121 -0.07 -0.45 0.47
H 4.18127 7.76984 2.24279 -0.88 0.74 0.97
H 2.75349 4.78287 2.07510 -0.30 1.19 -0.08
H 2.22163 6.22011 2.94749 -0.07 0.61 1.04
H 1.17104 5.49654 1.69756 0.95 0.32 0.45
H 1.35183 8.25511 1.54805 0.08 0.58 -0.16
H 2.12478 8.47154 -0.15892 -0.06 0.77 0.23
H 0.94842 7.22660 0.16079 -0.55 0.55 0.15
H 4.04628 3.75974 1.26092 0.33 -0.15 -0.38
H 4.31847 2.91106 -0.34252 -0.58 0.90 0.92
H 2.71036 3.39950 0.22467 -0.61 -0.08 -0.25
H 1.29776 5.92303 -1.50849 0.43 -0.54 0.57
C 5.09194 -2.84495 -1.26616 -0.65 -0.56 -1.16
C 5.18207 -2.18261 -2.63620 0.30 0.19 0.23
C 4.28231 -3.01854 -3.54181 0.19 -0.84 -0.46
C 4.01857 -2.31196 -4.85341 0.82 0.59 -0.23
C 3.27693 -1.01291 -4.56342 -0.95 0.05 -1.57
C 4.08000 -0.06942 -3.72295 1.47 0.17 0.69
N 4.55389 -0.89816 -2.54492 -0.94 2.49 0.59
O 5.30967 -0.03035 -1.63694 1.21 -1.18 -2.16
C 5.17389 0.65046 -4.53012 0.68 -0.53 -0.89
C 3.25750 1.02564 -3.12456 -1.42 0.76 0.36
C 6.66729 -2.08278 -3.12028 -0.37 -0.68 0.72
H 4.02099 -2.90275 -0.98586 0.70 0.06 0.05
H 5.69013 -2.39152 -0.51453 0.40 0.40 0.64
H 5.46246 -3.84230 -1.49340 0.02 -0.40 0.65
H 4.77023 -3.99868 -3.63786 0.11 0.17 -0.42
H 3.31584 -3.29665 -3.07826 0.34 0.61 0.15
H 3.45298 -2.89541 -5.54685 -0.51 -0.61 -0.34
H 4.97268 -2.09529 -5.39028 -0.54 -0.09 0.42
H 2.26013 -1.24288 -4.18408 0.60 0.15 0.44
H 3.04054 -0.47517 -5.50127 0.21 -0.25 0.15
H 5.86730 1.25459 -3.94340 -0.13 -0.30 0.44
H 5.78425 -0.05998 -5.12308 -0.27 0.42 0.18
H 4.71691 1.38241 -5.21713 -0.03 -0.47 0.07
H 3.83402 1.65590 -2.48302 0.72 0.36 0.40
H 2.68827 1.75694 -3.74939 0.40 -1.14 -0.17
H 2.57743 0.50370 -2.48110 -0.95 0.00 0.51
H 7.11539 -1.15266 -2.69587 -0.27 -0.71 -0.71
H 6.69353 -2.19045 -4.20579 0.30 0.58 0.04
H 7.23546 -2.95243 -2.73294 -0.20 0.44 -0.07
H 4.68773 0.17865 -0.98026 -1.32 0.35 1.45
C -0.87712 1.57821 -2.85243 -0.02 -0.85 -1.45
C -0.70460 2.67181 -3.88001 0.32 0.44 -1.04
C 0.03090 3.81378 -3.16157 1.18 -0.64 -0.35
C 0.52478 4.89968 -4.12861 0.69 -0.31 -0.05
C 1.46691 4.24091 -5.15444 0.84 -0.15 0.04
C 0.80819 3.10891 -5.96000 0.72 0.42 0.89
N 0.16015 2.20963 -4.98552 1.23 -0.51 0.11
O -0.34373 1.09899 -5.69107 -0.58 -0.32 0.32
C -0.15010 3.72736 -6.94217 0.64 0.68 -1.32
C 1.94736 2.36594 -6.72878 -2.10 0.30 -1.13
C -2.08790 3.08812 -4.37530 -0.21 0.19 0.41
H -1.67250 1.80919 -2.17411 -0.03 0.37 0.93
H 0.08623 1.31113 -2.45588 0.23 0.15 0.67
H -1.22192 0.68504 -3.35450 -0.15 -0.44 -0.29
H -0.63188 4.09834 -2.36002 -0.18 0.68 0.28
H 0.92487 3.33558 -2.66914 -0.68 0.54 -0.40
H 1.09167 5.71906 -3.67596 -0.07 -0.16 0.44
H -0.29265 5.39458 -4.62464 -0.53 0.11 -0.29
H 2.34029 3.77627 -4.63734 -0.60 0.38 0.02
H 1.94337 4.95798 -5.86906 -0.65 -0.32 0.51
H 0.41799 4.28008 -7.70633 0.06 0.05 0.29
H -0.68269 3.02544 -7.55042 -0.64 -0.71 -0.01
H -0.81534 4.44946 -6.50438 -0.36 0.11 0.21
H 2.76190 1.98265 -6.14117 0.05 -0.23 0.38
H 1.43124 1.60502 -7.34358 0.59 -0.19 0.55
H 2.31338 3.05378 -7.49364 0.34 0.20 0.26
H -2.63532 2.28212 -4.85253 -0.15 -0.52 0.20
H -2.10964 3.86633 -5.11981 0.23 0.56 0.05
H -2.63604 3.39875 -3.48561 -0.39 0.12 -0.16
H -1.28076 1.26601 -5.88882 0.14 0.12 -0.11
C -7.18665 1.61382 3.88679 -0.44 -0.29 -0.43
C -6.30687 0.57188 4.54943 -1.17 -0.48 1.59
C -4.94309 0.44044 3.86010 -0.66 0.93 -0.31
C -3.96369 1.52144 4.26006 -0.02 1.08 -0.40
C -3.87770 1.54975 5.76259 0.21 0.91 0.62
C -5.20346 1.93606 6.44749 0.52 -0.37 0.00
N -6.16734 0.84417 6.09165 2.20 -0.13 -2.17
O -7.38062 1.15839 6.64231 -2.14 0.07 0.76
C -5.05109 1.78866 7.96932 -0.03 -1.91 -0.15
C -5.58516 3.43965 6.17430 -0.50 -1.59 0.61
C -7.05552 -0.74560 4.37840 -0.18 -0.63 -0.02
H -7.37055 1.25947 2.85182 -0.22 0.31 0.59
H -6.59439 2.48582 3.81761 0.26 1.37 -0.31
H -8.14370 1.84209 4.41910 0.90 -0.40 -0.40
H -4.47009 -0.49081 4.12099 -0.03 -0.70 -0.02
H -5.18628 0.45851 2.77287 0.43 -0.17 0.58
H -4.26361 2.53533 3.95294 -0.14 -0.30 -0.33
H -2.99881 1.36439 3.76897 0.08 -0.11 0.17
H -3.13849 2.28633 6.14889 -0.13 -0.50 -0.39
H -3.59108 0.55819 6.08396 0.14 -0.32 0.49
H -4.94243 0.67641 8.20237 0.12 1.37 -0.24
H -4.24839 2.33841 8.46479 -0.12 0.16 -0.31
H -6.02180 2.05918 8.33585 -0.29 0.41 0.82
H -5.61930 3.66444 5.12103 -0.06 0.29 -0.18
H -6.54089 3.67315 6.67632 0.30 -0.12 -0.45
H -4.82031 4.00862 6.67522 0.36 0.47 -0.01
H -8.12102 -0.62393 4.62531 0.41 -0.25 0.46
H -6.55538 -1.57259 4.89564 -0.35 0.19 0.36
H -7.08534 -1.08508 3.33709 0.26 0.44 -0.16
H -7.52915 0.56532 7.40695 0.34 0.23 -0.79
C -6.50181 1.57258 0.13425 0.08 -0.81 0.76
C -5.28264 2.11222 -0.62684 -0.88 -0.44 -0.93
C -5.14515 1.48580 -2.05258 0.48 0.59 0.46
C -6.24939 1.92450 -2.96004 -0.76 -1.34 -1.34
C -6.26862 3.41289 -3.16656 0.51 0.54 1.42
C -6.43203 4.12124 -1.77269 0.37 -0.32 0.92
N -5.31383 3.56220 -0.86413 -0.13 0.04 -0.39
O -5.22150 4.20402 0.42118 -0.03 0.79 -1.54
C -6.09863 5.59143 -1.93659 0.30 0.04 0.08
C -7.92254 3.91901 -1.27943 1.78 2.05 -0.21
C -4.06871 1.68221 0.14846 1.84 0.32 0.68
H -6.72329 2.21175 1.00256 0.10 -0.12 -0.35
H -6.25586 0.56811 0.52721 0.09 0.32 0.03
H -7.41573 1.38677 -0.40945 -0.20 0.36 -0.40
H -4.22413 1.86087 -2.53950 0.11 -0.45 0.66
H -5.13336 0.39231 -1.95584 0.11 0.20 -0.07
H -7.14631 1.53896 -2.50419 -0.77 0.00 -0.17
H -6.14569 1.38066 -3.93531 -0.13 0.46 0.62
H -7.06345 3.83599 -3.79466 0.23 -0.47 -0.15
H -5.26846 3.62029 -3.58285 -0.38 0.59 0.02
H -5.05098 5.66326 -2.08273 1.32 -0.12 -0.38
H -6.52589 6.04366 -2.81609 -0.64 0.08 -0.25
H -6.22576 6.23552 -1.08076 -0.74 -0.02 0.47
H -8.51537 4.58209 -1.93645 -0.01 -0.15 0.60
H -8.15032 2.93479 -1.54208 -0.92 -1.47 0.21
H -8.03021 4.17594 -0.19775 -0.06 -0.33 -0.96
H -4.04883 1.76574 1.24563 -0.77 0.24 -0.19
H -3.23705 2.34095 -0.13163 0.17 -0.32 -0.29
H -3.78937 0.62597 -0.02599 -0.21 0.52 -0.32
H -4.56787 4.95011 0.26234 -1.22 -1.17 0.14
C 4.95478 0.27560 1.74672 1.83 -0.21 -0.49
C 4.87886 0.64334 3.23923 0.60 -0.19 -0.43
C 4.27671 -0.59390 3.87740 0.20 0.13 0.13
C 4.39560 -0.61623 5.36912 -0.30 0.05 1.34
C 5.89144 -0.63280 5.65362 -0.06 -0.06 0.57
C 6.59463 0.66242 5.18015 0.03 -0.01 -0.37
N 6.31563 0.71307 3.73019 -0.83 0.48 -1.54
O 6.88612 1.92847 3.14364 0.13 -0.70 0.25
C 6.16125 1.92442 5.92805 0.79 0.66 0.46
C 8.12147 0.44942 5.22854 -0.72 -0.17 -0.18
C 4.09800 1.97926 3.40504 -1.21 -0.93 1.54
H 4.04141 0.00549 1.22128 -0.50 0.09 0.51
H 5.68429 -0.56491 1.55480 -0.78 0.70 0.46
H 5.38537 1.12747 1.24627 0.09 0.43 -0.52
H 3.27878 -0.71493 3.52918 -1.11 0.07 -0.20
H 4.82113 -1.46172 3.46935 -0.11 0.18 0.13
H 3.89835 -1.53772 5.75988 0.36 0.71 -0.08
H 3.95986 0.27166 5.88576 -0.18 -0.68 -0.55
H 6.21440 -1.42870 4.99270 0.81 -0.32 0.18
H 6.14987 -0.90853 6.70518 -0.13 0.45 -0.72
H 6.43414 2.84975 5.37323 0.18 -0.72 0.26
H 5.09067 2.02450 6.08408 -0.10 -0.33 0.18
H 6.70033 1.94615 6.90646 -0.59 0.10 -0.57
H 8.64125 1.35993 4.95667 0.10 0.07 -0.52
H 8.48251 0.23209 6.21987 -0.06 -0.44 0.49
H 8.28966 -0.39270 4.52867 0.47 0.54 0.44
H 4.72972 2.81948 3.67025 0.10 0.12 -0.55
H 3.31963 1.94121 4.20183 0.76 -0.40 0.23
H 3.39863 2.15313 2.60172 0.54 0.32 -0.91
H 7.59847 1.60823 2.55773 -0.54 0.01 0.47
C 1.25066 -7.06500 -3.47587 -0.37 0.28 -0.20
C 1.52156 -7.18841 -1.97049 0.47 -2.13 0.91
C 0.14358 -7.11466 -1.28683 -0.38 0.05 -0.87
C 0.06253 -7.59853 0.13754 0.30 0.35 0.62
C 0.60000 -9.01687 0.16820 0.21 -0.69 1.00
C 2.04707 -9.13502 -0.28560 -0.82 -0.50 -1.39
N 2.04056 -8.60100 -1.69307 -0.92 -0.03 0.10
O 3.24316 -8.81575 -2.34385 1.36 0.03 -0.16
C 3.04835 -8.43876 0.60064 -0.20 -0.09 1.23
C 2.33486 -10.69530 -0.26613 0.44 1.40 -1.44
C 2.52708 -6.16247 -1.42312 -0.80 0.88 -0.27
H 2.07720 -7.30985 -4.14077 0.43 0.44 0.34
H 0.89354 -6.02431 -3.62109 0.28 -0.50 -0.33
H 0.46449 -7.75066 -3.84328 0.10 0.29 0.66
H -0.20685 -6.09984 -1.52631 -0.27 -0.23 0.63
H -0.49610 -7.83131 -1.80526 -0.09 0.27 -0.55
H -0.95193 -7.57956 0.58617 0.43 0.23 -0.53
H 0.70081 -6.95396 0.76067 -0.20 -0.22 0.21
H 0.04016 -9.77593 -0.42852 -0.01 0.92 0.24
H 0.61384 -9.41284 1.20112 -0.30 0.23 -0.25
H 2.80177 -8.85445 1.60118 0.85 0.15 -0.26
H 4.07809 -8.69896 0.28096 -0.47 0.29 0.46
H 2.90589 -7.34834 0.70903 0.24 -0.75 -0.22
H 1.93806 -11.16934 -1.17389 0.01 0.23 0.23
H 3.40529 -10.76150 -0.30397 0.64 -0.55 -0.08
H 1.98815 -11.24650 0.59414 -0.31 0.31 0.47
H 2.44178 -5.19876 -1.95718 0.13 -0.37 0.17
H 3.54837 -6.50324 -1.48139 0.42 -0.03 -0.36
H 2.37427 -5.96442 -0.36201 -0.29 0.17 -0.14
H 3.97707 -8.27246 -1.95692 -0.83 -0.36 -0.11
C 0.58620 -1.49582 -1.14149 1.10 0.22 1.84
O -0.26177 -1.19878 -0.01821 -0.02 -1.11 -0.94
C -0.02666 0.08713 0.42485 0.85 1.57 -0.41
C -0.72889 0.41238 1.76918 0.05 0.15 -1.81
O -0.68840 1.81505 2.05554 -1.23 -0.89 -0.72
C 0.56795 2.44374 2.06177 0.73 -1.99 0.63
H 0.45758 -0.93051 -2.04510 -0.74 0.62 -0.36
H 0.46147 -2.53445 -1.34793 -0.03 -0.79 -0.20
H 1.64575 -1.28279 -0.82535 -0.61 -0.43 -0.29
H -0.29221 0.77474 -0.38945 -0.71 0.35 0.42
H 1.07313 0.25292 0.41389 -0.09 -0.11 0.84
H -0.27462 -0.18236 2.55137 0.14 -0.10 0.49
H -1.78455 0.10318 1.61912 0.49 0.35 0.46
H 0.46086 3.06429 2.91758 0.42 1.51 0.24
H 0.87922 2.92391 1.10822 -0.35 -0.22 0.64
H 1.31019 1.67537 2.41953 -0.17 0.68 -0.69
C -5.89017 -3.56495 0.97380 -0.23 0.37 -0.13
O -5.27637 -2.98592 -0.15450 -2.03 -1.12 -0.16
C -4.19071 -2.19673 0.05964 2.06 0.10 0.34
C -3.01366 -3.08184 0.61343 0.92 0.94 -0.56
O -2.58995 -2.72392 1.89860 -1.30 1.04 0.60
C -1.69186 -3.54936 2.56985 1.80 1.82 -0.66
H -6.79996 -4.00587 0.63728 -0.82 -0.17 -0.40
H -6.13339 -2.83028 1.72607 0.00 0.49 0.35
H -5.37248 -4.37514 1.45614 0.94 -0.28 0.11
H -4.40154 -1.28257 0.68225 0.26 -0.82 -0.26
H -3.91802 -1.90491 -0.97156 0.14 0.38 0.56
H -2.15001 -2.96266 -0.06589 -0.15 -0.12 0.04
H -3.30590 -4.12254 0.59610 -0.32 -0.46 -0.13
H -0.69782 -3.47704 2.08498 -0.18 -0.37 -0.21
H -1.98655 -4.56113 2.60730 -0.54 -1.32 0.32
H -1.47948 -3.06973 3.52890 -0.52 -0.42 0.18
C -4.96639 5.43818 2.93447 0.51 0.35 -1.15
O -4.10844 5.87265 1.88171 -0.64 0.95 -0.44
C -2.94055 5.14443 1.78552 2.30 -0.75 1.03
C -2.00726 5.74324 0.76031 -0.53 1.49 -1.27
O -2.67489 5.74203 -0.50453 -0.34 0.67 -0.29
C -2.04647 6.63698 -1.40756 0.55 -1.04 0.15
H -4.40761 5.70035 3.78997 0.18 -0.37 1.72
H -5.25573 4.41514 2.79409 0.33 -0.86 0.27
H -5.89683 5.96750 2.92228 -0.32 0.78 -0.28
H -3.12372 4.07920 1.56863 0.00 0.22 0.14
H -2.30645 5.21717 2.71557 -0.76 -0.31 -0.20
H -1.06680 5.21424 0.53216 -0.03 -0.02 1.08
H -1.81870 6.83779 1.01611 0.06 -1.24 0.01
H -2.62003 6.66941 -2.32410 0.09 -0.37 -0.32
H -0.98960 6.31526 -1.54237 -0.48 0.03 -0.42
H -1.97681 7.64894 -1.06266 -0.23 0.75 0.71
C 7.12184 -2.86699 2.24378 0.63 -0.51 -1.19
O 5.89153 -3.38235 1.81774 0.29 -0.11 -0.44
C 5.44349 -4.28003 2.78804 0.02 0.27 0.48
C 4.18263 -4.90906 2.29446 0.10 -0.85 1.04
O 3.08795 -4.05999 2.52224 -0.31 -0.78 0.61
C 2.83137 -3.18536 1.49440 0.64 1.43 -1.33
H 7.85598 -3.69703 2.42641 -0.39 0.75 -0.17
H 6.92253 -2.32608 3.12371 0.30 0.82 1.50
H 7.47503 -2.15778 1.48991 0.15 -0.27 0.03
H 5.29258 -3.73316 3.75036 -0.18 -0.41 -0.37
H 6.20829 -5.03553 2.97662 0.17 -0.28 -0.03
H 4.03435 -5.83610 2.89643 -0.20 0.52 -0.49
H 4.32667 -5.18115 1.24210 -0.27 0.04 -0.03
H 3.71229 -2.59701 1.16560 -0.33 -0.09 0.59
H 2.01781 -2.52754 1.72892 -0.37 0.49 0.67
H 2.50059 -3.65140 0.59133 -0.28 -1.00 -0.80
C 1.01121 -3.09037 4.88134 0.39 -0.52 1.41
O 0.48748 -1.79014 4.71906 -0.37 -1.12 0.58
C 0.00662 -1.39825 5.99304 -0.23 0.78 -0.21
C -0.51749 0.01629 5.81562 -0.76 -0.56 1.43
O 0.60664 0.82826 5.57911 -0.27 1.44 0.84
C 0.25529 2.22516 5.74534 -0.13 -1.05 -0.20
H 1.90887 -3.10391 5.59316 -0.99 0.13 -0.88
H 1.30608 -3.48756 3.94174 0.37 -0.18 -0.80
H 0.25195 -3.78690 5.32430 0.39 0.50 -0.26
H 0.86167 -1.40987 6.65131 0.40 0.32 0.60
H -0.71855 -2.09394 6.47282 -0.02 0.24 -0.79
H -1.16628 0.31604 6.74193 1.29 -0.25 -1.41
H -1.16656 0.03278 4.93231 -0.20 0.06 0.07
H -0.77872 2.31855 5.39449 0.17 0.53 0.02
H 0.93774 2.79576 5.14637 0.23 0.29 -0.54
H 0.36457 2.62043 6.76584 -0.20 -0.58 0.05
```
Positions in Å, forces in eV/Å.